Run w
{
  "formula": "C3H18NO4",
  "method": "ωB97M-V/def2-TZVPD",
  "elements": ["O", "O", "O", "O", "N", "C", "C", "C", "H", "H", "H", "H", "H", "H", "H", "H", "H", "H", "H", "H", "H", "H", "H", "H", "H", "H"],
  "xyz": [[-1.8292, 1.0890, 2.7928], [3.4073, -2.3650, 0.7428], [-3.4507, 1.6175, -0.0716], [2.4130, 1.4420, 0.0852], [-0.6112, 0.7621, 0.2330], [0.2277, -0.4975, -1.7575], [0.2646, -1.8619, -2.4291], [-0.5001, -0.6194, -0.3752], [-0.8508, 1.5181, -0.3970], [1.1848, -0.1399, -1.3743], [0.4213, -2.7044, -1.7585], [-1.5061, -1.0225, -0.4785], [-2.7798, 1.1736, 2.7815], [3.2228, 1.3195, -0.4297], [-1.2363, 0.6966, 1.0481], [-1.6050, 1.1561, 3.7268], [4.2265, -2.5430, 1.2198], [-3.5389, 2.5331, 0.1262], [0.3243, 0.9179, 0.6149], [0.1224, -1.1967, 0.3065], [-0.3654, 0.2337, -2.3026], [-4.3067, 1.1653, -0.1766], [3.7108, -2.3442, -0.1706], [2.9296, 1.5615, 0.8958], [0.9558, -1.8393, -3.2702], [-0.7083, -2.0476, -2.9025]],
  "nbo_charge": [-0.970, -0.943, -0.986, -0.960, -0.691, -0.407, -0.624, -0.208, 0.438, 0.217, 0.222, 0.214, 0.491, 0.486, 0.476, 0.500, 0.477, 0.489, 0.447, 0.224, 0.207, 0.501, 0.468, 0.481, 0.233, 0.219],
  "lumo_energy_ev": -2.7,
  "charge": 1,
  "homo_ev": -14.284,
  "orbital_gap_ev": 11.6
}



Run x
{
  "formula": "C3H18NO4",
  "method": "ωB97M-V/def2-TZVPD",
  "elements": ["O", "O", "O", "O", "N", "C", "C", "C", "H", "H", "H", "H", "H", "H", "H", "H", "H", "H", "H", "H", "H", "H", "H", "H", "H", "H"],
  "xyz": [[-0.4703, 1.1508, -2.0005], [0.5638, 0.8553, 1.4206], [2.8958, 4.8754, -0.7291], [3.5057, 0.2703, -0.8178], [-1.6474, -0.9469, 0.4515], [-1.4019, -2.2365, 1.2056], [-3.0395, -0.5187, 0.1802], [-0.4008, -3.1967, 0.4948], [-3.2570, 0.4307, 0.6815], [0.6492, 1.3325, 2.2492], [-1.1654, -1.0303, -0.4615], [0.2115, 1.1986, -1.3200], [3.3393, 5.7299, -0.6391], [1.4008, 1.0886, 0.9815], [0.6364, -2.9971, 0.7021], [-0.5932, -3.0964, -0.5716], [4.3249, 0.6308, -0.4694], [-0.4767, -4.1463, 1.0078], [-1.1068, -0.1699, 0.8712], [-3.2336, -0.2362, -0.8580], [-3.8476, -1.2066, 0.4174], [3.6015, 0.4674, -1.7586], [2.7880, 4.9267, -1.6864], [-2.3259, -2.7847, 1.3571], [-0.1590, 1.6134, -2.7805], [-0.7919, -2.0043, 2.0722]],
  "nbo_charge": [-0.966, -0.985, -0.933, -0.953, -0.529, -0.233, -0.450, -0.622, 0.239, 0.495, 0.443, 0.476, 0.471, 0.505, 0.232, 0.210, 0.479, 0.251, 0.479, 0.251, 0.242, 0.475, 0.462, 0.232, 0.492, 0.238],
  "lumo_energy_ev": -2.7,
  "charge": 1,
  "homo_ev": -13.921,
  "orbital_gap_ev": 11.2
}



Relative energies with respect to the most stable structure, expressed in eV: run w 0.000; run x 0.891.



Run w
{
  "formula": "C32H54BaN5O6P2SSi3",
  "method": "ωB97M-V/def2-TZVPD",
  "elements": ["Ba", "S", "P", "P", "Si", "Si", "Si", "O", "O", "O", "O", "O", "O", "N", "N", "N", "N", "N", "C", "C", "C", "C", "C", "C", "C", "C", "C", "C", "C", "C", "C", "C", "C", "C", "C", "C", "C", "C", "C", "C", "C", "C", "C", "C", "C", "C", "C", "C", "C", "C", "H", "H", "H", "H", "H", "H", "H", "H", "H", "H", "H", "H", "H", "H", "H", "H", "H", "H", "H", "H", "H", "H", "H", "H", "H", "H", "H", "H", "H", "H", "H", "H", "H", "H", "H", "H", "H", "H", "H", "H", "H", "H", "H", "H", "H", "H", "H", "H", "H", "H", "H", "H", "H", "H"],
  "xyz": [[0.1626, -0.2264, 0.4075], [1.2509, -1.5262, 3.7533], [-2.8138, -1.9729, 0.4888], [-2.8122, 0.2552, 2.6751], [1.8276, 2.3846, -1.8716], [-0.8408, 3.5045, -1.2059], [1.2403, 3.2767, 1.0280], [-2.6927, -0.4477, 3.9619], [-2.0072, -2.8211, 1.3861], [-4.0236, -2.7797, -0.2269], [-2.0952, -1.1616, -0.5589], [-3.9088, 1.4738, 2.7660], [-1.6535, 0.7540, 1.8853], [0.3208, 0.0796, -2.5556], [1.2593, -4.3338, 2.8942], [1.2473, -2.1043, 2.1633], [-4.1913, 0.2940, 0.3641], [1.4046, -2.8198, -0.4175], [-0.7171, -4.9514, 5.9652], [0.6103, 2.6482, -0.5540], [1.1830, 0.9918, -3.0471], [1.5153, -3.1628, -1.6984], [1.4533, -5.4814, -1.1827], [-1.3908, 2.9920, -2.9553], [1.3205, -3.7882, 0.4989], [1.5487, 0.9424, -4.3969], [4.6464, -2.8508, 2.0371], [6.1580, -0.9109, 1.7237], [0.4357, -2.8328, 4.5990], [2.1530, 1.9529, 2.0295], [1.5520, -4.4771, -2.1295], [-0.8670, -3.6573, 6.4431], [1.3321, -5.1371, 0.1521], [2.4428, 4.7335, 0.8782], [3.5675, 1.9150, -1.3846], [-2.4890, 3.1875, -0.2983], [2.1282, 3.8596, -3.0366], [-0.3080, -2.5967, 5.7424], [-0.1191, 3.8922, 2.1889], [-0.6888, 5.3945, -1.3083], [0.0831, -0.9083, -4.7196], [0.9987, -0.0052, -5.2387], [4.6855, -1.3460, 1.6837], [0.5575, -4.1239, 4.1010], [1.2530, -3.3502, 1.9137], [-0.2132, -0.8343, -3.3698], [-5.0547, -1.2933, 2.0939], [-0.0241, -5.1802, 4.7839], [-3.8041, -0.7205, 1.4399], [4.0470, -0.9590, 0.3776], [0.0702, -6.1853, 4.3870], [-2.4214, 3.1136, 0.7843], [2.6717, 2.4266, 2.8695], [2.4148, 4.7041, -2.4023], [-4.0252, -3.7021, 0.0576], [3.7110, 1.0276, -0.7486], [1.2736, -0.0372, -6.2865], [-5.6286, -0.5103, 2.5918], [-3.2163, 3.9557, -0.5807], [2.9780, 3.6578, -3.6961], [-0.4548, -1.5769, 6.0742], [-1.1556, -5.7848, 6.4984], [2.9578, -0.8237, 0.3769], [-2.8398, 2.2385, -0.7088], [2.7351, 5.1128, 1.8623], [-5.0642, 0.0475, -0.0987], [1.9696, 5.5500, 0.3251], [6.2323, 0.1657, 1.5736], [-1.5972, 5.8304, -1.7370], [1.6513, -4.6989, -3.1833], [1.2108, -5.2785, 2.5615], [2.2589, 1.6652, -4.7782], [-5.6902, -1.8110, 1.3732], [2.9001, 1.3891, 1.4589], [1.2563, -5.9299, 0.8805], [-4.7395, -2.0034, 2.8572], [-0.8147, 3.0864, 2.4344], [-1.4299, -3.4677, 7.3471], [6.6535, -1.1897, 2.6632], [3.3520, 4.4502, 0.3453], [1.4707, -6.5227, -1.4790], [-2.2402, 3.6414, -3.2017], [4.0483, 2.7613, -0.8839], [-0.6572, 3.0942, -3.7529], [5.1943, -3.4212, 1.2792], [6.6988, -1.3941, 0.9025], [4.3601, -1.5669, -0.4826], [-0.3925, -1.6582, -5.3385], [5.1023, -3.0602, 3.0171], [-3.7726, 2.0436, 3.5317], [-0.6862, 4.7321, 1.7815], [-1.7496, 1.9602, -2.9661], [0.3587, 4.2309, 3.1137], [1.6100, -2.3486, -2.4065], [-3.4134, 0.2636, -0.3250], [-4.2611, 1.2418, 0.7488], [4.1258, 1.7414, -2.3127], [4.1792, -0.8140, 2.5038], [-0.9076, -1.5260, -2.9044], [-0.5211, 5.8511, -0.3302], [1.4673, 1.2383, 2.5069], [3.6285, -3.2300, 2.0590], [1.2837, 4.1777, -3.6483], [0.1519, 5.6701, -1.9495]],
  "mulliken_charge": [0.447, -0.286, 0.423, -0.082, -0.705, -0.450, 0.229, -0.742, -0.652, -0.618, -0.803, -0.632, 0.180, 1.812, 0.027, 0.959, -0.269, 1.122, -0.642, 1.834, -0.373, -0.640, -0.729, -1.186, 1.074, -0.370, -1.141, -1.875, 0.784, -0.306, -0.964, -0.740, -1.479, -1.142, -0.696, -0.680, -1.266, -0.497, -0.865, -1.068, -0.876, -0.610, 1.071, -0.034, -0.384, -1.039, -1.810, -0.606, 0.987, -1.272, 0.343, 0.330, 0.503, 0.285, 0.350, 0.270, 0.406, 0.446, 0.459, 0.393, 0.354, 0.371, 0.751, -0.255, 0.359, 0.348, 0.237, 0.367, 0.393, 0.486, 0.123, 0.358, 0.481, -0.001, 0.389, 0.364, -0.161, 0.367, 0.423, 0.303, 0.401, 0.496, 0.180, 0.273, 0.349, 0.366, 0.024, 0.464, 0.360, 0.359, 0.265, 0.102, 0.395, 0.542, 0.085, 0.449, 0.327, -0.192, 0.489, 0.302, -0.124, 0.141, 0.373, 0.310],
  "lumo_energy_ev": [1.8, 1.8],
  "charge": -1,
  "homo_ev": [-1.640, -1.635],
  "orbital_gap_ev": [3.5, 3.5]
}



Run x
{
  "formula": "C32H54BaN5O6P2SSi3",
  "method": "ωB97M-V/def2-TZVPD",
  "elements": ["Ba", "S", "P", "P", "Si", "Si", "Si", "O", "O", "O", "O", "O", "O", "N", "N", "N", "N", "N", "C", "C", "C", "C", "C", "C", "C", "C", "C", "C", "C", "C", "C", "C", "C", "C", "C", "C", "C", "C", "C", "C", "C", "C", "C", "C", "C", "C", "C", "C", "C", "C", "H", "H", "H", "H", "H", "H", "H", "H", "H", "H", "H", "H", "H", "H", "H", "H", "H", "H", "H", "H", "H", "H", "H", "H", "H", "H", "H", "H", "H", "H", "H", "H", "H", "H", "H", "H", "H", "H", "H", "H", "H", "H", "H", "H", "H", "H", "H", "H", "H", "H", "H", "H", "H", "H"],
  "xyz": [[0.0602, 0.3006, -0.5985], [1.5918, -2.6806, 2.1715], [1.3651, 1.9916, -3.4690], [2.7512, -0.6394, -2.1767], [-3.2454, -2.2204, -1.1647], [-0.8649, -4.0618, -1.3557], [-1.7153, -2.3078, -3.7741], [0.2810, 1.5536, -2.4999], [3.9085, -1.5321, -2.3684], [1.3492, -1.2033, -2.7458], [2.4514, -0.0137, -0.8231], [1.9887, 3.3365, -3.3684], [0.8556, 1.6915, -4.9443], [1.3833, -0.9806, 2.0587], [1.7581, -0.6250, 4.3883], [-1.9709, -1.3599, 1.1936], [3.8496, 1.7385, -2.4983], [1.4877, 1.6936, 1.6685], [-3.3412, 3.8304, 1.8670], [-1.7056, -2.6014, -1.9921], [-2.0207, 4.0255, -0.2379], [-0.1561, -2.8594, -4.7236], [1.3124, 1.2514, 2.9110], [1.3995, 2.9956, 1.4539], [-1.8663, 1.8620, 1.0191], [-2.8725, -1.4791, 3.4192], [3.5070, 0.5141, -4.6115], [-3.0745, -1.9739, 0.7243], [-1.4412, -4.7148, 0.3262], [-4.0079, -2.1096, 2.9480], [-4.6521, -3.4873, -1.3089], [-4.1107, -2.3416, 1.5902], [1.0041, -3.8290, -1.0300], [1.1512, 3.9195, 2.4639], [2.8742, 0.8513, -3.2648], [1.9378, -4.2963, 4.3189], [1.8218, -2.9844, 3.8827], [2.1481, -4.5865, 5.6630], [2.2428, -3.5545, 6.5802], [-0.9795, -5.6486, -2.3853], [2.1175, -2.2372, 6.1536], [0.9233, 3.4526, 3.7407], [-4.0456, -0.6039, -1.7147], [-3.1237, -3.1423, -4.7263], [0.9909, 2.0836, 3.9746], [1.9041, -1.9580, 4.8157], [-2.0701, 3.3687, 1.1429], [-1.8401, -0.4992, -4.3347], [-1.9039, -1.1140, 2.5005], [1.4963, -0.2471, 3.0865], [4.8009, 1.5264, -2.7912], [3.5779, 2.7296, -2.7131], [-1.8797, 1.4468, 2.0431], [2.1766, -1.4208, 6.8636], [0.3605, -3.7440, -4.3540], [-4.9902, -2.8235, 1.1866], [0.0791, 1.1092, -4.9728], [1.2876, -4.5655, -0.2721], [-2.7315, -1.2487, 4.4672], [-2.5065, -4.9447, 0.3816], [0.5837, -2.0617, -4.7809], [1.2942, -2.8558, -0.6199], [-4.2286, 3.4905, 1.3218], [-4.1088, -2.7876, -4.4152], [-0.4217, -6.4551, -1.9012], [1.1898, -2.1479, -2.5784], [0.6705, 4.1284, 4.5473], [0.7646, 1.6970, 4.9577], [1.6606, -4.0288, -1.8864], [1.5104, 3.3362, 0.4296], [3.6813, 1.4090, -5.2122], [-1.0743, 3.8312, -0.7492], [-5.6259, -3.0353, -1.1001], [2.2328, -5.6163, 5.9811], [-2.8028, 3.5978, -0.8747], [-3.3955, 3.3892, 2.8663], [-0.6223, -5.5747, -3.4106], [-3.3573, 0.2431, -1.7177], [-1.2464, 3.7876, 1.7276], [-2.8596, -0.1101, -4.3203], [-2.0305, -5.9507, -2.4285], [-1.4929, -0.4510, -5.3740], [1.0828, 4.9717, 2.2263], [-4.8029, -2.4071, 3.6232], [-0.8907, -5.6477, 0.4810], [-4.6797, -3.8794, -2.3271], [-2.1774, 5.1111, -0.2266], [3.7538, 1.5529, -1.4865], [-4.8424, -0.3700, -1.0021], [-1.2098, -4.0427, 1.1528], [2.4038, -3.7621, 7.6299], [-3.4088, 4.9189, 1.9685], [-1.0330, -0.5715, 2.8327], [-1.2377, 0.1768, -3.7231], [-4.4957, -0.6772, -2.7069], [1.8621, -5.1031, 3.6002], [-0.4838, -3.0817, -5.7437], [4.4332, -0.0407, -4.4467], [-4.5359, -4.3395, -0.6368], [2.8235, -0.1289, -5.1632], [1.9796, 0.0983, 5.0439], [-2.7853, 1.4598, 0.5482], [-3.1024, -4.2240, -4.5701], [-3.0272, -2.9463, -5.7979]],
  "mulliken_charge": [1.149, -0.158, 0.689, 0.775, -0.636, 0.027, 0.752, -0.526, -0.902, -0.623, -0.571, -0.929, -0.605, 0.232, 0.063, 1.760, -0.201, 0.207, -1.844, 1.532, -1.475, -1.058, 0.972, 0.209, -0.261, -0.849, -1.859, -0.317, -1.000, -0.779, -1.456, -0.256, -0.730, -1.027, 0.670, -0.562, 0.879, -0.770, -0.525, -1.222, -0.732, -0.774, -0.885, -1.311, -0.791, -0.324, 1.327, -0.399, -0.421, -0.421, 0.366, 0.448, -0.097, 0.389, 0.280, 0.427, 0.387, 0.489, 0.473, 0.278, 0.000, -0.225, 0.306, 0.268, 0.328, -0.066, 0.370, 0.441, 0.479, 0.477, 0.486, 0.161, 0.369, 0.382, 0.276, 0.361, 0.323, 0.055, -0.630, 0.316, 0.282, 0.429, 0.331, 0.396, 0.454, 0.298, 0.391, 0.239, 0.345, 0.123, 0.369, 0.486, 0.021, -0.463, 0.361, 0.420, 0.475, 0.523, 0.370, 0.213, 0.257, 0.039, 0.302, 0.379],
  "lumo_energy_ev": 1.8,
  "charge": -1,
  "homo_ev": -3.141,
  "orbital_gap_ev": 5.0
}



Relative energies with respect to the most stable structure, expressed in eV: run w 0.227; run x 0.000.



Run w
{
  "formula": "C2H8N4O2Rb",
  "method": "ωB97M-V/def2-TZVPD",
  "elements": ["Rb", "O", "O", "N", "N", "N", "N", "C", "C", "H", "H", "H", "H", "H", "H", "H", "H"],
  "xyz": [[-0.2623, -3.3616, -0.1245], [1.2042, -1.2489, 1.0487], [-1.3797, -0.7093, -0.8494], [3.1646, -0.4817, 0.4420], [1.4069, 0.4309, -0.4395], [-2.9935, 0.7539, -0.7726], [-1.5278, 0.7482, 0.8505], [-1.8910, 0.2353, -0.3231], [1.8762, -0.4939, 0.3880], [0.4322, 0.4856, -0.6983], [3.5935, -1.2129, 0.9910], [-3.4551, 1.5403, -0.3382], [-3.2295, 0.3834, -1.6821], [-2.0023, 1.5059, 1.3205], [2.0574, 0.9026, -1.0515], [-0.7176, 0.2923, 1.2452], [3.7239, 0.2297, -0.0066]],
  "nbo_charge": [0.994, -0.758, -0.749, -0.805, -0.827, -0.808, -0.841, 0.761, 0.764, 0.418, 0.414, 0.404, 0.414, 0.408, 0.390, 0.419, 0.402],
  "lumo_energy_ev": -3.1,
  "charge": 1,
  "homo_ev": -13.280,
  "orbital_gap_ev": 10.2
}



Run x
{
  "formula": "C2H8N4O2Rb",
  "method": "ωB97M-V/def2-TZVPD",
  "elements": ["Rb", "O", "O", "N", "N", "N", "N", "C", "C", "H", "H", "H", "H", "H", "H", "H", "H"],
  "xyz": [[-1.5440, -3.8397, -4.2634], [-1.0426, 1.5376, -2.3442], [0.7420, -2.9559, 0.5845], [-1.7926, 3.3024, -1.2758], [0.1446, 3.4124, -1.9851], [0.4758, -3.4613, 2.6795], [1.7229, -1.8549, 2.1259], [1.0321, -2.8334, 1.7132], [-0.9226, 2.6597, -1.9433], [0.7557, -3.3219, 3.6399], [-0.1644, -4.2308, 2.5455], [0.8917, 3.1824, -2.6246], [1.9629, -1.1721, 1.4215], [0.0838, 4.3127, -1.5314], [-2.6570, 2.8418, -1.0295], [-1.5693, 4.1816, -0.8315], [1.8810, -1.7607, 3.1189]],
  "nbo_charge": [1.000, -0.685, -0.692, -0.805, -0.822, -0.813, -0.808, 0.735, 0.746, 0.379, 0.402, 0.405, 0.413, 0.379, 0.402, 0.381, 0.383],
  "lumo_energy_ev": -3.9,
  "charge": 1,
  "homo_ev": -11.944,
  "orbital_gap_ev": 8.0
}



Relative energies with respect to the most stable structure, expressed in eV: run w 0.000; run x 2.442.



Run w
{
  "formula": "C4H11N3",
  "method": "ωB97M-V/def2-TZVPD",
  "elements": ["N", "N", "N", "C", "C", "C", "C", "H", "H", "H", "H", "H", "H", "H", "H", "H", "H", "H"],
  "xyz": [[1.2328, 1.1767, 0.6911], [-2.1796, 0.0971, 0.0206], [1.7454, 0.5204, -2.1054], [0.6851, 0.0544, 0.0556], [0.8243, -0.1422, -1.2516], [-1.5498, -0.4760, 1.1778], [-0.1077, -0.9400, 0.8645], [0.3245, -0.9986, -1.6836], [-2.8801, 0.7705, 0.2773], [2.2452, 1.1985, 0.6403], [2.1760, -0.1245, -2.7465], [-1.4694, 0.2579, 1.9726], [1.3677, 1.3179, -2.5903], [-1.6338, 0.4045, -0.7653], [0.4234, -1.0323, 1.8191], [-2.1321, -1.3483, 1.4729], [1.0268, 1.2171, 1.6784], [-0.0988, -1.9531, 0.4723]],
  "nbo_charge": [-0.826, -0.873, -0.862, 0.152, -0.107, -0.204, -0.439, 0.169, 0.361, 0.381, 0.367, 0.161, 0.370, 0.379, 0.206, 0.185, 0.359, 0.222],
  "lumo_energy_ev": 1.1,
  "smiles": "N/C=C(\\N)CCN",
  "homo_ev": -7.951,
  "orbital_gap_ev": 9.0
}



Run x
{
  "formula": "C4H11N3",
  "method": "ωB97M-V/def2-TZVPD",
  "elements": ["N", "N", "N", "C", "C", "C", "C", "H", "H", "H", "H", "H", "H", "H", "H", "H", "H", "H"],
  "xyz": [[-0.0365, 0.6874, 1.8172], [2.1019, 0.8395, 0.7635], [-1.0654, -0.4523, -0.7967], [-1.9124, -0.2728, 0.2465], [0.8786, 0.3591, 1.1018], [-0.7341, 0.7686, -1.5125], [0.7854, -1.3723, 0.0149], [0.0790, -2.1680, 0.2095], [-2.5741, 0.5992, 0.2033], [-1.4975, 0.9105, -2.2860], [2.7269, 0.2305, 0.2628], [-0.6866, 1.6676, -0.8861], [-1.1823, 0.1502, 1.2367], [0.2297, 0.6589, -2.0098], [-2.4083, -1.1852, 0.5782], [2.5328, 1.4609, 1.4313], [1.6587, -1.5578, 0.6467], [1.1041, -1.3241, -1.0212]],
  "nbo_charge": [-0.554, -0.840, -0.285, -0.406, 0.447, -0.461, -0.625, 0.214, 0.206, 0.215, 0.395, 0.193, 0.318, 0.202, 0.206, 0.396, 0.177, 0.200],
  "lumo_energy_ev": [-0.1, -0.1],
  "homo_ev": [-8.440, -8.439],
  "orbital_gap_ev": [8.4, 8.4]
}



Relative energies with respect to the most stable structure, expressed in eV: run w 0.000; run x 4.518.